# C9H40F6MnN15O17S2

A molecular structure, C9H40F6MnN15O17S2 at a distorted geometry (the ωB97M-V functional and the def2-TZVPD basis, the OMol25 dataset).

Geometry as XYZ:
```
90
Properties=species:S:1:pos:R:3:forces:R:3
O 1.5069 -0.0072 1.5191 -2.573 2.727 -0.550
H -1.8516 -2.3672 5.1987 0.151 -0.021 -0.047
H 5.3213 3.9409 2.5260 -1.309 0.579 0.912
H -2.3737 -3.6301 5.8503 -0.006 -0.366 0.031
O -2.6120 -0.7080 1.1581 -0.793 0.593 0.368
N 4.6423 -0.1273 -4.3797 1.770 -1.092 -0.948
O -3.2963 0.6216 3.8809 1.896 1.959 -0.821
N 1.2651 -3.1461 -2.8840 -1.224 -0.596 -1.908
N -0.8072 0.9903 2.0459 -1.836 -4.167 -1.979
C 4.9825 0.0147 -3.0947 -5.139 1.726 -2.930
N -0.1284 0.4583 -5.1768 -1.945 2.162 -4.041
H 1.6836 -5.2605 0.8014 0.172 0.161 -0.271
H -4.2703 -1.4248 2.8876 -0.251 -0.147 0.058
H -4.4794 -4.7338 1.0335 0.362 0.171 -0.180
H 6.5227 3.5460 1.4611 0.792 -0.218 -0.962
H 3.0130 0.5713 -2.7633 0.177 0.248 -0.573
H -5.4689 -0.6590 5.6306 0.102 0.802 1.460
N 3.9520 0.4658 -2.4068 0.785 0.056 2.754
C 1.7539 -3.0577 -1.6631 0.467 -0.651 -0.385
H 0.7180 2.6992 -4.6935 0.697 0.227 -0.434
H -3.3383 2.2531 -1.2364 0.696 -0.404 -0.567
O 1.1113 -5.6855 1.4402 0.146 -0.072 0.376
H 6.5142 2.7212 -0.0792 -0.327 -0.044 0.375
C 4.7707 2.8547 1.0389 -1.119 1.405 -0.220
C -0.7870 -2.0474 2.6076 2.319 0.864 -0.717
H -1.5932 2.4966 5.8641 -0.392 0.051 0.308
N 1.5869 3.0274 -4.2970 2.024 -2.684 -3.839
N 2.3740 -1.9041 -1.4192 1.123 2.213 1.483
H -3.8548 -3.2713 0.2291 -0.956 -0.260 0.330
H 3.5305 3.7429 2.4133 0.454 -0.175 0.118
H 0.1322 4.4066 -1.9598 0.288 0.009 -0.337
H 2.2915 -1.5887 -0.4633 0.612 0.116 0.031
H 0.5521 -3.8592 -2.9409 0.402 -0.037 -0.925
F -0.0496 -1.5663 3.5951 -0.019 0.195 -0.010
C 0.6359 -0.0223 -4.2538 -0.789 -0.810 0.309
H -4.0204 0.6453 -1.5180 -0.479 -0.445 -0.132
O 6.1268 -0.0281 -2.6402 3.010 -0.514 1.142
H -4.3915 3.3389 -1.2973 -0.335 0.426 -0.221
O 1.7095 -0.5384 -4.4890 2.763 -0.668 0.081
H 0.1625 0.4447 -6.1439 0.051 -0.010 0.180
H -3.4410 2.6177 0.5393 0.346 1.047 -1.499
N 0.0406 -0.0316 -3.0856 0.366 -0.162 1.635
O -3.4627 2.2157 1.4077 -0.184 -0.328 1.719
F -1.9580 -2.3498 3.0758 -0.970 -0.948 0.119
F -0.1284 -3.0738 2.0550 -1.325 1.412 0.352
O 2.5737 4.4259 -2.8777 1.551 1.192 0.239
N -3.7334 -4.1966 0.6152 -2.536 2.240 0.150
C -2.5163 -4.6715 0.4781 -1.042 -6.877 3.361
O 3.9548 2.3035 0.3648 -2.077 -2.483 -2.125
Mn -2.1711 2.1011 3.0336 -0.388 -0.495 0.788
H -0.3215 2.4348 5.0451 0.704 -0.009 -0.180
H -1.0517 0.8270 -4.9993 0.187 -0.267 -0.083
C 0.5576 2.0802 -0.1251 0.955 -0.387 0.327
O -3.4882 3.1749 -1.0266 -0.115 0.438 0.597
H -0.8565 0.4279 -3.0206 0.246 -0.540 0.944
O -2.0768 -2.7423 6.0501 -0.200 0.389 0.147
H -4.4245 0.6482 6.2708 -0.285 -0.283 -0.174
H 5.2770 -0.5244 -5.0576 0.114 -0.008 0.090
H -2.8321 -0.2894 -1.5972 0.246 -0.308 0.277
H 0.5547 -0.6181 -2.4438 -0.853 0.250 1.090
N -4.6479 -1.1129 3.7709 -1.299 -3.738 -3.254
O -1.2627 2.2677 4.9954 -0.079 0.240 -0.484
F -0.7201 2.1289 -0.5245 0.013 0.334 0.290
F 1.2211 1.3501 -1.0013 0.189 -0.432 0.030
H 4.1340 0.7697 -1.4609 -0.376 0.351 0.581
H -2.1811 -3.2258 -0.7104 1.195 0.033 -0.396
O 1.2074 2.1328 2.6169 -1.008 0.727 -1.155
H -5.3041 -1.6480 4.3216 0.309 -0.650 -1.049
H 2.4736 3.0864 -4.7770 -0.384 -0.708 -0.912
O -0.4480 -0.9797 0.0763 -1.099 1.470 1.741
H 2.7986 -1.3025 -2.1106 -0.504 -0.477 0.259
S -1.1918 -0.6013 1.2921 0.749 -1.983 -1.277
H -0.7701 -4.2970 -0.3667 -0.020 0.327 -0.311
N 0.3445 3.9406 -2.8304 -1.508 0.892 1.112
O -2.2308 -5.7774 0.9799 0.357 1.107 -0.060
H -4.3893 2.2132 1.6479 -0.439 -0.139 0.179
N 4.4795 3.5542 2.1237 -0.359 0.625 2.281
N 6.0143 3.0898 0.7171 3.896 -0.048 -0.687
H 3.6564 -0.2281 -4.5745 -0.533 -0.145 -0.104
F 1.1167 3.2739 -0.1169 -0.658 -0.035 0.612
O -3.0773 0.6320 -1.6813 0.061 0.091 -0.331
C 1.6152 3.8973 -3.3489 -2.607 0.729 3.743
H -0.2819 3.1928 -3.0920 0.003 0.418 0.261
N -4.7260 0.0192 5.5403 -0.463 1.031 1.638
S 0.6584 1.2229 1.6216 7.023 -0.766 1.485
H 1.4873 -2.4550 -3.5862 -0.527 -0.219 -0.133
H 0.2275 -5.4233 1.1824 -0.404 -0.309 0.033
O 1.6509 -3.9672 -0.8802 -0.761 -0.618 1.664
C -4.1528 -0.1046 4.3576 -0.082 1.229 2.137
N -1.7345 -4.0148 -0.2653 2.806 3.478 -2.986
```
Forces are in eV/Å.

As for the expectation value of S²: 12.01. Its net charge is +2. The spin multiplicity is 7. As for the LUMO energy (spin up / spin down): -5.54 / -9.97 eV.

Let us look at the Mulliken charges, expressed in e, one per atom: number 1, O, carries -0.595; number 2, H, carries 0.259; number 3, H, carries 0.119; number 4, H, carries 0.340; number 5, O, carries -0.474; number 6, N, carries -0.221; number 7, O, carries -0.233; number 8, N, carries -0.276; number 9, N, carries 0.690; number 10, C, carries 0.665; number 11, N, carries -0.340; number 12, H, carries 0.427; number 13, H, carries 0.135; number 14, H, carries 0.226; number 15, H, carries 0.116; number 16, H, carries -0.071; number 17, H, carries 0.117; number 18, N, carries 0.063; number 19, C, carries 0.338; number 20, H, carries 0.201; number 21, H, carries 0.440; number 22, O, carries -0.681; number 23, H, carries 0.160; number 24, C, carries 0.568; number 25, C, carries 0.504; number 26, H, carries 0.261; number 27, N, carries -0.309; number 28, N, carries -0.119; number 29, H, carries 0.062; number 30, H, carries 0.212; number 31, H, carries 0.241; number 32, H, carries 0.061; number 33, H, carries 0.223; number 34, F, carries -0.232; number 35, C, carries 0.386; number 36, H, carries 0.314; number 37, O, carries -0.188; number 38, H, carries 0.328; number 39, O, carries -0.892; number 40, H, carries 0.278; number 41, H, carries 0.250; number 42, N, carries 0.389; number 43, O, carries -0.210; number 44, F, carries -0.162; number 45, F, carries 0.028; number 46, O, carries -0.611; number 47, N, carries -0.321; number 48, C, carries 0.768; number 49, O, carries -0.437; number 50, Mn, carries 0.725; number 51, H, carries 0.295; number 52, H, carries 0.133; number 53, C, carries 0.171; number 54, O, carries -0.617; number 55, H, carries 0.052; number 56, O, carries -0.666; number 57, H, carries 0.201; number 58, H, carries 0.275; number 59, H, carries 0.203; number 60, H, carries -0.293; number 61, N, carries -0.215; number 62, O, carries -0.405; number 63, F, carries 0.046; number 64, F, carries 0.330; number 65, H, carries 0.040; number 66, H, carries -0.031; number 67, O, carries -0.653; number 68, H, carries 0.174; number 69, H, carries 0.208; number 70, O, carries 0.163; number 71, H, carries 0.340; number 72, S, carries -0.257; number 73, H, carries 0.066; number 74, N, carries -0.431; number 75, O, carries -0.713; number 76, H, carries 0.258; number 77, N, carries -0.351; number 78, N, carries -0.390; number 79, H, carries 0.292; number 80, F, carries -0.192; number 81, O, carries -0.714; number 82, C, carries 0.587; number 83, H, carries 0.130; number 84, N, carries -0.401; number 85, S, carries 0.563; number 86, H, carries 0.176; number 87, H, carries 0.226; number 88, O, carries -0.617; number 89, C, carries 0.510; number 90, N, carries -0.013